(1)
This record from OMol25 describes a molecular structure, C22H28N2O4S at a distorted geometry. The level of theory is ωB97M-V with the def2-TZVPD basis set.

- Relative energy (zero: lowest compared OMol25 entry of this formula, charge and spin): 554.2 kcal/mol
- Gap between HOMO and LUMO: 8.350 eV
- E: -45250.9818 eV

Structure (ORCA input):
```
! RIJCOSX wB97M-V def2-TZVPD def2/J DEFGRID3
* xyz 0 1
C -1.632 7.998 1.037
H -1.830 8.886 1.374
O -0.329 7.442 1.507
C 0.067 6.359 1.129
C -0.630 5.567 0.063
C 0.012 4.396 -0.004
C 1.147 4.055 0.710
C 1.946 4.850 1.375
C 1.360 6.083 1.704
H 1.700 6.683 2.463
H 3.012 4.551 2.034
C 2.038 2.777 0.179
N 1.303 1.837 -0.763
C 2.423 0.736 -0.537
C 3.363 1.110 0.180
O 3.005 2.367 0.952
C 4.389 0.369 0.767
H 5.336 1.106 0.879
H 4.902 -0.551 0.020
H 4.434 -0.038 1.884
C 2.188 -0.366 -1.502
H 3.106 -0.988 -1.250
H 1.971 -0.173 -2.355
S 0.738 -1.413 -0.614
O 1.110 -2.741 -1.704
C 1.453 -1.857 0.859
C 0.357 -2.684 1.602
O 0.257 -2.508 2.751
N 0.257 -3.799 1.111
H 0.464 -3.925 0.064
C -0.606 -4.816 1.429
H -0.569 -4.898 2.402
H -0.560 -5.772 0.951
C -2.241 -4.162 1.159
C -2.351 -3.680 -0.214
C -2.187 -2.520 -0.413
C -2.476 -1.889 -2.040
C -2.233 -2.951 -2.669
C -2.841 -4.227 -2.560
C -2.201 -4.704 -1.141
H -1.427 -5.209 -1.328
H -2.876 -5.539 -0.674
H -3.984 -3.955 -2.448
H -2.869 -4.888 -3.387
H -1.008 -2.989 -2.979
H -2.575 -2.708 -3.968
H -3.688 -1.604 -1.994
H -2.057 -1.098 -2.007
H -2.231 -1.740 0.228
H -2.789 -4.884 1.511
H -2.230 -3.416 1.860
H 2.474 -2.251 0.685
H 1.572 -1.012 1.296
H -0.472 3.596 -0.683
H -1.539 5.691 -0.152
H -1.489 8.074 0.094
H -2.464 7.424 1.128
*
```


(2)
This record from OMol25 describes a gas-phase ion, C2H3FO4P (charge -1) at a distorted geometry. The level of theory is ωB97M-V with the def2-TZVPD basis set.

- Relative energy (zero: lowest compared OMol25 entry of this formula, charge and spin): 4.0 kcal/mol
- Gap between HOMO and LUMO: 8.816 eV
- E: -22322.1628 eV

Structure (ORCA input):
```
! RIJCOSX wB97M-V def2-TZVPD def2/J DEFGRID3
* xyz -1 1
C 1.420 -1.162 -0.061
C -1.485 0.027 -0.097
O 0.781 -2.049 -0.592
O 1.521 0.063 -0.261
O 1.011 2.761 -0.187
O -1.048 1.372 -0.203
F 2.376 -1.633 0.917
P 0.446 1.592 0.510
H -2.639 0.067 -0.049
H -1.237 -0.312 0.828
H -1.147 -0.727 -0.806
*
```


(3)
This record from OMol25 describes 15 unconnected molecules or ions with the total composition H30O15 at a distorted geometry. The level of theory is ωB97M-V with the def2-TZVPD basis set.

- Relative energy (zero: lowest compared OMol25 entry of this formula, charge and spin): 29.8 kcal/mol
- Gap between HOMO and LUMO: 10.346 eV
- E: -31200.3727 eV

Structure (ORCA input):
```
! RIJCOSX wB97M-V def2-TZVPD def2/J DEFGRID3
* xyz 0 1
O -3.129 0.880 -0.770
H -2.863 -0.011 -0.653
H -3.981 1.004 -0.279
O -2.082 -1.904 -0.042
H -1.289 -1.387 -0.119
H -1.656 -2.752 -0.083
O -0.954 -1.199 -2.993
H -1.888 -1.191 -3.013
H -0.861 -0.358 -2.521
O 1.022 -2.741 -2.748
H 0.206 -2.280 -2.594
H 1.613 -2.078 -3.102
O -1.217 -1.923 2.983
H -1.871 -2.014 3.642
H -1.564 -1.252 2.392
O 2.893 1.878 1.146
H 3.023 0.933 0.991
H 2.310 2.121 0.413
O 0.154 0.443 2.608
H 0.088 1.367 2.838
H 0.067 0.086 3.475
O -1.450 2.498 0.620
H -2.035 1.822 0.293
H -0.586 2.453 0.210
O -0.719 1.731 -2.286
H -1.074 2.299 -2.962
H -1.501 1.450 -1.824
O 2.536 -2.702 -0.478
H 1.840 -3.190 -0.946
H 2.216 -1.843 -0.273
O 2.206 0.180 -1.625
H 2.332 -0.069 -2.549
H 3.117 0.054 -1.339
O -0.032 -0.278 -0.074
H 0.790 -0.133 -0.586
H 0.131 -0.088 0.876
O 1.137 2.970 -0.764
H 1.499 3.615 -1.314
H 0.666 2.382 -1.354
O 2.886 -0.824 1.737
H 3.007 -0.219 2.452
H 2.552 -1.612 2.080
O -2.658 0.390 2.578
H -3.047 0.597 3.448
H -1.835 0.897 2.510
*
```


(4)
This record from OMol25 describes 2 unconnected molecules or ions with the total composition C3H5FN2O7S2 at a distorted geometry. The level of theory is ωB97M-V with the def2-TZVPD basis set.

- Relative energy (zero: lowest compared OMol25 entry of this formula, charge and spin): 15.3 kcal/mol
- Gap between HOMO and LUMO: 11.112 eV
- E: -44886.9903 eV

Structure (ORCA input):
```
! RIJCOSX wB97M-V def2-TZVPD def2/J DEFGRID3
* xyz 0 1
N 4.941 -2.969 -0.722
C 4.658 -1.907 -0.921
O 4.001 -0.850 -1.460
N 2.784 -0.623 -0.818
S 1.733 -1.973 -0.867
O 1.866 -2.746 -2.049
O 0.352 -1.546 -0.786
F 1.956 -2.886 0.443
H 2.930 -0.379 0.172
C -3.100 1.215 1.403
C -2.716 0.546 0.095
O -1.986 1.541 -0.617
S -1.185 2.467 0.431
O 0.144 1.986 0.519
O -1.498 3.824 0.169
O -1.967 2.010 1.761
H -3.957 1.880 1.272
H -3.321 0.492 2.186
H -3.582 0.222 -0.477
H -2.053 -0.306 0.265
*
```


(5)
This record from OMol25 describes a single C7H16N4O4S2 molecule at a distorted geometry. The level of theory is ωB97M-V with the def2-TZVPD basis set.

- Gap between HOMO and LUMO: 9.495 eV
- E: -43335.4395 eV

Structure (ORCA input):
```
! RIJCOSX wB97M-V def2-TZVPD def2/J DEFGRID3
* xyz 0 1
O 0.485 4.662 2.135
O 1.005 4.447 -0.220
O -0.503 -3.539 -1.718
O 0.461 -1.566 -2.973
N 0.239 1.199 2.225
N 0.563 0.001 0.184
N -0.518 2.615 0.620
N -1.139 -1.243 -0.871
C 0.312 -0.054 1.627
C -0.931 1.984 1.800
C -0.533 0.032 -0.792
C 1.531 1.836 2.620
C 1.667 -0.881 -0.208
C 2.188 2.655 1.549
C 1.296 -2.332 -0.393
S 0.753 3.732 1.072
S 0.041 -2.263 -1.656
H -0.157 1.959 0.022
H -1.955 -1.327 -1.466
H 1.017 -0.720 2.157
H -0.612 -0.554 1.651
H -1.727 1.283 1.544
H -1.287 2.653 2.655
H -1.296 0.719 -0.546
H -0.104 0.208 -1.806
H 1.453 2.512 3.475
H 2.161 1.101 3.053
H 2.029 -0.508 -1.134
H 2.545 -0.775 0.466
H 3.010 3.296 1.878
H 2.509 2.036 0.745
H 2.136 -2.942 -0.759
H 0.824 -2.763 0.528
*
```


(6)
This record from OMol25 describes a molecular structure, C3H12Cl2MgN6O3 at a distorted geometry. The level of theory is ωB97M-V with the def2-TZVPD basis set.

- Gap between HOMO and LUMO: 8.174 eV
- E: -48887.5347 eV

Structure (ORCA input):
```
! RIJCOSX wB97M-V def2-TZVPD def2/J DEFGRID3
* xyz 0 1
Mg -0.710 0.462 -0.547
Cl 0.212 2.345 -1.694
Cl -3.011 0.513 0.168
C 0.438 -1.804 1.229
O -0.154 -1.192 0.344
N -0.210 -2.422 2.237
N 1.775 -1.973 1.141
H 0.310 -2.898 2.951
H -1.122 -2.061 2.466
H 2.278 -2.366 1.915
H 2.209 -1.383 0.454
C -0.665 -0.653 -3.502
O -0.763 -0.710 -2.281
N -0.574 0.511 -4.162
N -0.672 -1.777 -4.283
H -0.604 0.595 -5.158
H -0.457 1.318 -3.552
H -0.579 -2.665 -3.822
H -0.412 -1.778 -5.251
C 0.236 1.909 2.288
O -0.163 1.395 1.259
N -0.351 1.750 3.509
N 1.200 2.845 2.223
H -1.289 1.388 3.451
H -0.114 2.396 4.239
H 1.704 3.074 3.059
H 1.488 3.180 1.320
*
```


(7)
This record from OMol25 describes 6 unconnected molecules or ions with the total composition C24H52N3O12 at a distorted geometry. The level of theory is ωB97M-V with the def2-TZVPD basis set.

- Gap between HOMO and LUMO (spin up / spin down): 2.033 / 5.375 eV
- ⟨S²⟩: 0.7507
- E: -54762.6111 eV

Structure (ORCA input):
```
! RIJCOSX wB97M-V def2-TZVPD def2/J DEFGRID3
* xyz -2 2
O 0.915 0.038 -1.148
H 0.632 -0.519 -1.877
H 1.333 -0.556 -0.520
H 1.495 0.726 -1.481
C 0.203 -2.475 0.924
C 1.532 -2.776 0.260
C 1.747 -4.261 -0.119
O 2.556 -4.622 -0.979
C 0.960 -5.302 0.548
C -0.109 -4.948 1.354
C -0.517 -3.471 1.513
O -1.711 -3.080 1.903
O -0.702 -5.926 1.957
O 2.283 -1.846 -0.091
H -0.047 -1.439 1.100
H 1.275 -6.333 0.489
O 4.690 -1.577 0.950
H 4.553 -1.013 1.711
H 3.842 -1.593 0.507
C -7.153 2.732 1.311
O -6.579 3.171 2.527
C -5.995 2.086 3.325
C -4.505 1.759 2.993
N -4.385 0.954 1.768
C -3.078 0.314 1.569
C -2.139 1.382 0.946
O -2.789 2.033 -0.124
C -2.122 3.161 -0.706
H -6.456 2.139 0.718
H -7.558 3.442 0.589
H -8.035 2.169 1.614
H -6.761 1.310 3.332
H -6.071 2.449 4.350
H -4.153 1.124 3.806
H -3.886 2.640 2.818
H -4.261 1.678 1.076
H -3.164 -0.603 0.986
H -2.574 -0.070 2.456
H -1.220 0.881 0.641
H -1.709 2.167 1.567
H -2.047 4.110 -0.177
H -2.393 3.470 -1.716
H -1.098 2.881 -0.958
C -4.104 -0.260 -2.520
O -3.033 -1.040 -3.013
C -2.294 -1.636 -1.950
C -1.090 -2.396 -2.531
N -0.113 -1.499 -3.082
C 0.931 -2.239 -3.843
C 1.964 -1.229 -4.387
O 2.482 -0.576 -3.249
C 3.715 -0.968 -2.686
H -3.866 0.410 -1.694
H -4.914 -0.872 -2.123
H -4.645 0.339 -3.252
H -2.987 -2.291 -1.422
H -1.908 -0.894 -1.252
H -1.472 -3.159 -3.210
H -0.668 -2.928 -1.679
H -0.652 -0.974 -3.755
H 0.495 -2.795 -4.673
H 1.515 -2.956 -3.266
H 1.577 -0.556 -5.152
H 2.708 -1.888 -4.836
H 3.730 -0.365 -1.779
H 4.627 -0.748 -3.241
H 3.654 -2.044 -2.521
C 5.427 0.840 4.175
O 4.548 0.557 3.060
C 3.189 0.814 3.478
C 2.109 0.369 2.416
N 2.034 1.253 1.238
C 3.346 1.549 0.617
C 3.136 2.543 -0.511
O 2.390 1.984 -1.633
C 2.506 2.769 -2.803
H 6.505 0.788 4.026
H 5.247 0.172 5.017
H 5.237 1.839 4.568
H 3.187 1.900 3.566
H 2.944 0.389 4.452
H 1.187 -0.037 2.832
H 2.645 -0.477 1.987
H 1.610 2.089 1.616
H 3.880 0.664 0.270
H 3.933 2.068 1.374
H 4.136 2.825 -0.841
H 2.724 3.481 -0.139
H 2.075 3.766 -2.707
H 1.988 2.241 -3.603
H 3.567 2.769 -3.049
*
```


(8)
This record from OMol25 describes 2 unconnected molecules or ions with the total composition C3H4ClNO2 at a distorted geometry. The level of theory is ωB97M-V with the def2-TZVPD basis set.

- Relative energy (zero: lowest compared OMol25 entry of this formula, charge and spin): 101.2 kcal/mol
- Gap between HOMO and LUMO (spin up / spin down): 8.436 / 8.254 eV
- E: -21279.1326 eV

Structure (ORCA input):
```
! RIJCOSX wB97M-V def2-TZVPD def2/J DEFGRID3
* xyz 0 1
C -2.408 1.122 -0.071
C 2.095 0.050 0.005
C 0.488 -1.465 -0.697
N -1.981 1.370 1.032
O -2.936 0.930 -1.089
O 1.432 -0.642 -0.878
Cl 0.050 -1.922 0.903
H 2.080 -0.114 1.019
H 2.888 0.721 -0.403
H -0.514 -1.392 -1.347
H -1.193 1.342 1.526
*
```